55
Properties=species:S:1:pos:R:3 method="wB97M-V/def2-TZVPD" total_charge=0 energy_ev=-35442.565 homo_ev=-7.6 fmax_ev_per_a=0.82 e_lumo_ev=-0.1 de_lowest_kj_mol=325.4
C -1.5581 0.7735 -4.5039
O -2.3420 1.0222 -3.3691
C -2.5705 -0.1368 -2.5964
C -3.3125 0.2637 -1.3257
C -3.3629 -0.8582 -0.2756
N -2.3812 -0.7344 0.7738
C -2.6818 -0.1442 1.9542
O -3.7468 0.3575 2.2408
C -1.4590 -0.2957 2.8576
O -1.3495 0.1623 3.9734
C -0.5041 -1.0800 2.0880
C 0.7134 -1.5199 2.4785
O 1.5080 -2.1270 1.5674
C 1.2414 -1.3945 3.8453
C 0.4888 -1.7804 4.9508
C 1.0259 -1.6817 6.2200
C 2.3122 -1.1989 6.4006
C 3.0688 -0.8205 5.3046
C 2.5414 -0.9260 4.0308
C -1.0219 -1.2259 0.6761
C -0.1777 -0.4094 -0.2768
C 0.6061 -1.0107 -1.2497
C 1.3357 -0.2547 -2.1461
C 1.2992 1.1457 -2.1061
N 1.9891 1.9200 -3.0061
C 1.5886 3.2936 -3.2114
C 2.8188 1.3115 -4.0142
C 0.5414 1.7416 -1.0863
C -0.1718 0.9774 -0.1906
H -0.5737 0.3765 -4.2235
H -2.0456 0.0572 -5.1784
H -1.4368 1.7257 -5.0167
H -1.6094 -0.6072 -2.3474
H -3.1658 -0.8625 -3.1760
H -4.3255 0.5624 -1.5942
H -2.8173 1.1368 -0.9019
H -4.3317 -0.8265 0.2313
H -3.2429 -1.8338 -0.7567
H 2.3448 -2.3845 1.9785
H -0.5092 -2.1625 4.8095
H 0.4369 -1.9807 7.0735
H 2.7247 -1.1163 7.3949
H 4.0705 -0.4405 5.4403
H 3.1262 -0.6060 3.1780
H -1.0203 -2.2766 0.3548
H 0.6377 -2.0890 -1.3189
H 1.9133 -0.7685 -2.8977
H 1.9930 3.9440 -2.4293
H 1.9651 3.6423 -4.1706
H 0.4994 3.3881 -3.2172
H 3.4390 2.0782 -4.4752
H 2.2343 0.8174 -4.8023
H 3.4836 0.5768 -3.5583
H 0.5146 2.8138 -0.9870
H -0.7437 1.4654 0.5867